Entry 1:
Entry from the Open Molecules 2025 dataset: a molecular structure, C27H64Cl6NO13P3 (the ωB97M-V functional and the def2-TZVPD basis).

XYZ file:
```
114
Properties=species:S:1:pos:R:3
O 3.94673 14.24435 -18.95959
C -5.45630 5.37166 -24.93750
C -3.34389 6.35493 -20.73236
H -5.30388 7.34266 -17.45241
H -1.99544 4.89243 -20.16721
C -4.53653 7.68432 -16.75776
H -5.12832 8.50239 -16.34708
O -2.46100 8.68824 -23.52803
H -0.38379 9.37652 -25.08107
H 0.36238 7.99213 -18.49506
C 0.17705 8.43128 -19.47531
C -4.48952 10.23292 -20.38530
H -6.33856 11.14277 -26.01970
C 3.72646 10.50491 -20.09243
O -2.63009 5.86023 -18.43128
H -3.78058 10.39713 -21.19681
H 0.23889 11.76753 -19.76755
Cl 1.70374 9.25405 -19.82765
Cl -4.40560 11.64145 -19.28836
H -2.66892 6.83821 -21.43873
C 2.43152 4.55278 -23.40594
H 2.43646 9.65800 -18.45694
C -1.69225 7.84701 -24.32682
H 2.92197 13.31004 -17.28645
H 0.37788 6.54992 -23.11680
H -3.85411 10.84900 -26.10424
C -3.97553 8.91574 -19.67676
O 3.14106 3.51785 -23.24332
H -3.80176 6.89043 -14.88094
Cl -0.55038 8.17163 -22.30760
H -3.51157 2.49460 -14.94908
C 2.69392 15.48298 -17.35568
H 2.23806 3.91247 -20.96277
H 3.05628 10.18795 -20.89149
C 5.84375 14.23820 -21.79579
O 5.89563 12.48576 -19.28117
H -6.00742 7.26864 -24.66576
C -3.23354 1.77826 -15.72217
H -6.40389 10.94207 -24.30916
H -3.60920 1.56327 -17.92844
O -5.00763 4.81561 -18.37465
O -4.42635 9.39076 -24.99349
H 0.24648 7.69051 -25.09068
H -5.47894 10.15518 -20.83598
H -1.26171 10.77151 -19.78218
H -1.46987 7.35404 -20.38610
C 5.37120 15.53380 -22.41499
H -6.28922 5.51064 -25.62673
H -1.41600 6.58684 -19.90652
H 3.72425 8.65485 -19.05872
O -3.67150 5.42623 -16.19485
H 0.50383 10.04015 -21.50799
H -1.67073 6.90350 -23.78146
H -5.26834 4.41950 -24.44134
O -2.92696 3.39708 -17.55957
O 3.48574 11.89248 -19.72687
H -2.13269 7.67350 -25.30865
H 1.86445 15.42596 -16.65083
H -3.72822 8.00865 -17.41315
H -3.54898 11.30441 -24.51631
C 2.18656 4.99983 -21.01838
H -4.52496 5.49428 -25.49038
H 4.76257 10.29527 -20.35813
C -0.41333 7.53704 -20.58185
O -4.59186 9.38265 -22.37942
H -4.61419 8.65043 -18.83424
C -5.78482 11.35564 -25.10529
H 3.49050 15.80105 -16.68307
H -3.88282 5.50670 -21.15447
P -3.71346 4.86813 -17.66977
H 1.16601 7.24388 -21.72313
C -0.35567 8.42319 -24.55339
Cl -1.71919 10.31318 -22.58789
H 0.15157 8.48226 -23.59042
H 2.23199 4.98414 -24.39908
N 1.92317 5.34808 -22.42799
C -2.23601 5.88078 -19.77553
C -4.35880 6.58392 -15.76629
H 4.51280 15.33628 -23.05706
H 3.04464 5.50194 -20.57151
H -5.82999 12.39646 -24.78470
C 1.35408 6.73560 -22.66886
H 2.09330 14.00605 -18.75154
H 6.64096 14.46871 -21.08909
P 4.63658 13.01588 -19.80532
C 2.85024 14.14775 -17.98013
H -4.68370 2.48738 -17.15270
C -4.30750 10.79925 -25.11427
H -2.19652 1.55795 -15.46891
H -4.06729 6.86818 -20.09882
C -3.61915 2.26139 -17.09142
Cl -1.69535 12.83516 -20.71455
O 4.71175 13.58843 -21.33710
Cl -2.25756 9.01950 -19.33822
P -4.06531 8.72490 -23.57970
H -4.03817 8.16552 -20.46501
H 0.31166 11.57901 -22.17312
C 3.44330 9.69156 -18.87318
H 2.41580 16.38956 -17.89314
H 6.17296 16.12737 -22.85425
H -6.19934 6.30818 -23.11280
O -4.28063 7.12497 -23.80800
H 6.18306 13.52617 -22.54810
H -3.84082 0.90054 -15.50097
H -5.34986 6.24353 -15.46619
H 1.88531 7.41044 -23.34004
H 1.32340 5.11034 -20.36200
H 4.15377 10.02191 -18.11542
H 0.20383 6.63858 -20.58429
C -5.57435 6.54673 -23.97337
H 4.96500 16.09738 -21.57505
C -0.63990 11.47142 -20.34039
H -0.56240 9.21197 -19.29685
C -0.23897 10.83244 -21.60082
```

The value obtained for the lowest unoccupied orbital energy is 0.33 eV. For the frontier orbital gap, the calculation gives 8.602 eV. Its total charge is 0. The HOMO energy comes out at -8.27 eV. The calculation puts the relative energy (zero: lowest compared OMol25 entry of this formula, charge and spin) at 22.5058 eV.

---

Entry 2:
Entry from the Open Molecules 2025 dataset: 2 unconnected molecules or ions with the total composition C2H7PS2 (the ωB97M-V functional and the def2-TZVPD basis).

XYZ file:
```
12
Properties=species:S:1:pos:R:3
H -2.24198 -2.10441 -0.33611
S 0.83415 -1.82344 0.61361
H 1.77489 2.18648 -0.81497
C 1.72915 1.73189 0.08838
H 0.80206 1.29616 0.04593
H 1.72211 2.44105 0.90433
H -1.38764 -0.88098 1.86968
P -0.61618 -0.49166 0.60402
S 2.93811 0.37234 0.30979
H -1.24720 -1.26234 -1.57669
H -2.48751 -0.35500 -1.00247
C -1.81995 -1.11010 -0.70552
```

The value obtained for the lowest unoccupied orbital energy (alpha / beta) is -2.43 / -2.42 eV. For the frontier orbital gap (alpha / beta), the calculation gives 6.272 / 6.262 eV. Its total charge is 0. The HOMO energy (alpha / beta) comes out at -8.70 / -8.68 eV. The calculation puts the relative energy (zero: lowest compared OMol25 entry of this formula, charge and spin) at 3.1241 eV.

---

Entry 3:
Entry from the Open Molecules 2025 dataset: a molecular structure, C28H37BF5N2PdSi2 (the ωB97M-V functional and the def2-TZVPD basis).

XYZ file:
```
76
Properties=species:S:1:pos:R:3
N 2.13517 0.69361 1.36410
C 5.07600 2.81864 0.51732
H 6.03310 3.05634 -1.40181
Si 2.22091 0.06197 2.98219
C 3.16884 1.26764 0.65497
H -3.56612 -0.11710 -2.94263
C -0.63010 -1.79227 -3.09416
C 4.34990 1.71896 -1.46121
C 5.24166 2.57994 -0.83845
H -0.26370 -2.96823 -0.31804
H 0.10290 -2.28460 -2.46559
C -2.07159 0.40955 0.06838
H 0.25271 4.08799 -0.33729
H 3.08827 -2.27386 2.86739
H -1.10496 -0.93852 -6.33766
F 3.82520 -3.70889 0.72661
C -0.70220 -2.12004 0.21568
C -1.77532 -1.23783 -2.51969
C -2.43697 -0.45920 -4.72301
C 3.35409 1.11014 -0.73205
Pd 0.73539 -0.69361 0.53009
H -1.04004 1.57335 2.14029
H -3.80301 -1.53374 1.71809
C -4.35922 -1.98717 0.90381
H -5.99694 -2.50824 2.18626
F 4.44296 -1.51629 0.44155
H 0.61087 1.72458 3.97678
H 3.94258 2.42982 2.27543
C -1.29355 -1.02349 -5.27442
C -5.80516 -3.19300 -1.11971
F 2.49439 0.32677 -1.43323
H -7.29637 -3.58609 0.37369
C 2.15444 -1.80795 3.17298
C -0.17112 1.46401 -1.09371
C 4.06374 2.19585 1.22851
N -0.66633 0.90507 0.20215
C -2.66959 -0.56680 -3.35984
C -0.61371 1.98284 1.22796
H -2.42311 3.06344 0.71921
C 0.71397 0.63662 3.96784
C -3.81218 -2.01367 -0.38332
H 1.35226 -2.29954 2.61773
H -0.39764 3.05674 -2.48155
H 5.73645 3.50547 1.03424
C -6.32851 -3.14773 0.16347
H -3.14228 0.06685 -5.35517
H -0.23954 0.68273 -1.84734
H 3.74587 1.67111 4.18025
B 3.65443 -2.55697 -0.02926
H -2.69219 1.11980 -0.48525
C -5.60021 -2.54244 1.17891
C -0.79678 3.81020 -0.48292
H -4.16858 -2.68080 -2.39423
C 3.71221 0.59620 3.99616
F 2.22543 -2.18287 0.11065
C -0.38946 -1.68704 -4.45859
H -6.36296 -3.66875 -1.91734
H 4.41510 1.48890 -2.51686
C -0.88014 2.73239 -1.55665
H 1.98514 -2.02163 4.23471
F 3.87853 -2.78796 -1.37714
Si -2.07210 -1.32052 -0.66715
H -1.33241 4.71271 -0.78733
H -2.49948 0.35592 1.07332
H -0.97596 -2.45899 1.22192
H 0.88562 1.68438 -0.94549
H 0.44152 2.17972 1.41811
H -0.20779 0.20268 3.57374
H -1.92617 2.53514 -1.80846
H 0.51247 -2.11424 -4.87805
H 0.81109 0.29937 5.00363
C -1.35018 3.25489 0.82343
H 3.65453 0.09493 4.96698
H 4.64565 0.29733 3.51580
H -1.23783 3.97766 1.63542
C -4.56189 -2.63219 -1.38518
```

The value obtained for the lowest unoccupied orbital energy is 2.40 eV. For the frontier orbital gap, the calculation gives 6.676 eV. Its total charge is -1. The HOMO energy comes out at -4.28 eV. The calculation puts the relative energy (zero: lowest compared OMol25 entry of this formula, charge and spin) at 0.7328 eV.

---

Entry 4:
Entry from the Open Molecules 2025 dataset: 2 unconnected molecules or ions with the total composition C11H18BrCl (the ωB97M-V functional and the def2-TZVPD basis).

XYZ file:
```
31
Properties=species:S:1:pos:R:3
H 0.87062 3.55281 0.05609
H -2.12884 1.24825 -0.54585
C 0.68223 2.79627 0.76705
H 0.20287 0.87703 -2.08198
Cl -0.70565 0.35390 2.11349
H -1.57323 2.76526 -0.91471
H 1.56839 2.53536 1.40641
H 0.81796 -3.65567 0.47239
C -2.13173 -2.08412 1.01328
H -1.47282 -2.14931 1.99260
H -1.97887 2.25316 0.60973
C 2.23273 -2.07351 0.37791
C 0.81013 -2.59848 0.61254
H -3.20577 -2.28196 1.24395
C 0.31974 0.61988 0.82876
H 0.04143 -0.79576 -0.38334
C 0.03905 1.72438 -0.15939
H 0.36689 -2.36833 1.51631
H -0.04521 3.05142 1.58444
C -1.51015 -1.96918 -0.15646
C 0.78295 1.38200 -1.45992
H 1.63884 0.90992 -1.15490
C -0.08534 -1.89790 -0.46724
C 2.40125 -0.88443 1.26368
H 2.92889 -2.69673 0.83005
Br 3.79240 0.32576 0.83614
H 2.64239 -1.87706 -0.57333
H -2.09427 -1.89852 -1.00987
H 0.26164 -2.19574 -1.41811
C -1.47778 1.99080 -0.27984
H 1.00979 2.39669 -1.84186
```

The value obtained for the lowest unoccupied orbital energy is -0.01 eV. For the frontier orbital gap, the calculation gives 7.241 eV. Its total charge is 0. The HOMO energy comes out at -7.25 eV. The calculation puts the relative energy (zero: lowest compared OMol25 entry of this formula, charge and spin) at 4.5488 eV.

---

Calculated total energy for the records above, in order: -160131.250, -33144.018, -66126.379, -94254.777 eV
Largest force on an atom for the records above, in order: 12.035, 4.079, 0.749, 6.188 eV/A